one) Formula: C3H4F2O
Source: the OMol25 dataset
Level of theory: ωB97M-V/def2-TZVPD

Computed properties:
LUMO level (spin up / spin down): 0.651 / 0.638 eV
HOMO energy (spin up / spin down): -7.4 / -7.1 eV
Frontier orbital gap (spin up / spin down): 8.07 / 7.75 eV
Charge: 0

Each line ends with the Mulliken charge.
CARTESIAN COORDINATES (ANGSTROEM)
1 C 0.7763 0.6081 0.0350  -0.2624
2 C 0.8231 -0.7106 -0.5253  -0.2295
3 C -0.7361 0.4981 0.5103  0.2127
4 O -1.7101 0.5916 -0.4098  -0.3985
5 F 1.2969 -1.7296 0.2576  -0.2645
6 F -0.9206 -0.2425 1.5958  -0.2247
7 H 1.3913 0.6469 0.9073  0.2437
8 H 0.9076 1.4643 -0.6549  0.2476
9 H 0.6166 -1.2255 -1.4762  0.3837
10 H -2.4449 0.0992 -0.2398  0.2920


two) Formula: C3H4F2O
Source: the OMol25 dataset
Level of theory: ωB97M-V/def2-TZVPD

Computed properties:
LUMO level: 0.137 eV
HOMO energy: -10.0 eV
Frontier orbital gap: 10.10 eV
Charge: 0

Each line ends with the Mulliken charge.
CARTESIAN COORDINATES (ANGSTROEM)
1 C 0.2525 -0.0164 -1.1756  -0.6755
2 C -0.5623 -0.2784 -0.1449  -0.1782
3 C -0.2535 -1.2693 0.9000  0.8266
4 O 0.3360 0.0811 2.1860  -0.6375
5 F 0.8562 -1.9772 0.7529  -0.1926
6 F -1.2405 -1.8073 1.5196  -0.1816
7 H 0.1440 0.7258 -2.0070  0.2338
8 H 1.1659 -0.5504 -1.5158  0.2247
9 H -1.4253 0.2824 -0.1849  0.3238
10 H -0.1884 -0.2154 2.8961  0.2566


On energetic grounds, two) is preferred over the next structure by 22.6 kcal/mol.


one) Formula: C2H6ClOP
Source: the OMol25 dataset
Level of theory: ωB97M-V/def2-TZVPD

Computed properties:
LUMO level: -0.681 eV
HOMO energy: -9.3 eV
Frontier orbital gap: 8.64 eV
Charge: 0

Each line ends with the Mulliken charge.
CARTESIAN COORDINATES (ANGSTROEM)
1 C 1.5022 0.1329 0.8179  -0.7813
2 C -0.8122 -0.3635 -0.9269  -1.1270
3 O 1.0879 1.9160 -1.7208  -0.4537
4 P 1.0660 -0.2398 -1.0263  0.3994
5 Cl -0.3225 2.7270 -1.2513  -0.0492
6 H 0.5784 -0.3267 1.1896  0.2571
7 H 1.4806 1.2030 0.6937  0.2582
8 H 2.4527 -0.1888 1.1213  0.3617
9 H -1.1654 -0.0575 -1.9021  0.3552
10 H -1.1603 0.2671 -0.1347  0.3750
11 H -1.2088 -1.3323 -0.8023  0.4047


two) Formula: C2H6ClOP
Source: the OMol25 dataset
Level of theory: ωB97M-V/def2-TZVPD

Computed properties:
LUMO level (spin up / spin down): 0.024 / -0.556 eV
HOMO energy (spin up / spin down): -8.0 / -8.3 eV
Frontier orbital gap (spin up / spin down): 8.05 / 7.76 eV
Charge: 0

Each line ends with the Mulliken charge.
CARTESIAN COORDINATES (ANGSTROEM)
1 C -0.8008 0.0277 1.6224  -0.8431
2 C 0.7993 -0.9410 -1.4952  -0.4198
3 O 1.6009 0.0180 -2.2325  -0.4475
4 P -0.9235 -1.4412 0.5329  0.1903
5 Cl 0.6277 -2.5558 1.3509  -0.2596
6 H -1.4004 0.8652 1.1110  0.2860
7 H -1.0429 -0.0375 2.7253  0.3300
8 H 0.2050 0.3335 1.6452  0.2931
9 H 1.2221 -1.5837 -0.7613  0.2893
10 H 0.3229 -1.5378 -2.2717  0.2867
11 H 2.0862 0.5436 -1.6091  0.2946


On energetic grounds, two) is preferred over the next structure by 16.7 kcal/mol.


one) Formula: C4H2O2
Source: the OMol25 dataset
Level of theory: ωB97M-V/def2-TZVPD

Computed properties:
LUMO level (spin up / spin down): -2.632 / -1.094 eV
HOMO energy (spin up / spin down): -8.9 / -10.5 eV
Frontier orbital gap (spin up / spin down): 6.24 / 9.38 eV
Charge: 0

Each line ends with the Mulliken charge.
CARTESIAN COORDINATES (ANGSTROEM)
1 C 2.5193 -0.1238 -0.0792  -0.5260
2 C 3.6186 0.0932 -0.4656  0.2487
3 C -1.6497 0.5113 0.0489  0.1915
4 C 0.4288 -0.4855 0.2671  -0.0659
5 O -2.1527 -0.3691 -0.5686  -0.3676
6 O -0.2934 0.5174 0.5416  -0.2035
7 H -2.3763 1.2838 0.3510  0.3887
8 H -0.0946 -1.4272 -0.0953  0.3339


two) Formula: C4H2O2
Source: the OMol25 dataset
Level of theory: ωB97M-V/def2-TZVPD

Computed properties:
LUMO level (spin up / spin down): -2.612 / -2.508 eV
HOMO energy (spin up / spin down): -9.0 / -9.1 eV
Frontier orbital gap (spin up / spin down): 6.39 / 6.63 eV
Charge: 0

Each line ends with the Mulliken charge.
CARTESIAN COORDINATES (ANGSTROEM)
1 C -0.8111 0.6631 0.0403  -0.6403
2 C 1.4236 -0.5769 0.0880  -0.6828
3 C -1.2369 1.4458 0.9331  0.6915
4 C 0.1754 -0.2965 -0.3468  0.9088
5 O -1.8460 2.3349 1.4222  -0.4352
6 O -0.2663 -1.1923 -1.3598  -0.5051
7 H 2.3191 -0.3466 0.6743  0.3321
8 H 0.2423 -2.0314 -1.4513  0.3312


On energetic grounds, two) is preferred over the next structure by 95.6 kcal/mol.


one) Formula: C4H2O2
Source: the OMol25 dataset
Level of theory: ωB97M-V/def2-TZVPD

Computed properties:
LUMO level: -1.976 eV
HOMO energy: -11.0 eV
Frontier orbital gap: 8.98 eV
Charge: 0

Each line ends with the Mulliken charge.
CARTESIAN COORDINATES (ANGSTROEM)
1 C 1.1465 -1.1272 -1.3180  -0.3122
2 C 0.3719 -0.2934 -0.3921  0.1811
3 C -0.2339 0.4458 0.3158  0.6529
4 C -1.1882 1.1364 1.2796  -0.2179
5 H 2.2591 -0.3955 -1.6084  0.2401
6 H -2.5026 0.4782 1.4836  0.2815
7 O 0.6264 -2.3594 -1.6874  -0.4265
8 O -0.4792 2.1152 1.9267  -0.3989


two) Formula: C4H2O2
Source: the OMol25 dataset
Level of theory: ωB97M-V/def2-TZVPD

Computed properties:
LUMO level: -1.102 eV
HOMO energy: -10.8 eV
Frontier orbital gap: 9.73 eV
Structure (SMILES): O=CC#CC=O
Charge: 0

Each line ends with the Mulliken charge.
CARTESIAN COORDINATES (ANGSTROEM)
1 O 1.4788 2.4722 -0.6231  -0.4317
2 C 0.8196 1.4802 -0.5014  0.1683
3 C 0.7857 0.4721 0.5668  0.0605
4 C 0.2281 -0.5641 0.8716  -0.1028
5 C -0.8452 -1.4708 0.4548  0.0572
6 O -1.0997 -1.5068 -0.7262  -0.3875
7 H 0.0617 1.1427 -1.2398  0.3115
8 H -1.4291 -2.0254 1.1973  0.3246


On energetic grounds, two) is preferred over the next structure by 89.3 kcal/mol.


one) Formula: C2H9NO4
Source: the OMol25 dataset
Level of theory: ωB97M-V/def2-TZVPD

Computed properties:
LUMO level: 0.634 eV
HOMO energy: -9.5 eV
Frontier orbital gap: 10.14 eV
Structure (SMILES): O=CNCO.O.O
Charge: 0

Each line ends with the Mulliken charge.
CARTESIAN COORDINATES (ANGSTROEM)
1 O 0.9607 2.2962 0.5599  -0.5222
2 C 0.3465 1.8168 -0.3711  -0.0837
3 N -0.2127 0.5548 -0.3816  -0.0517
4 C -0.7383 0.0072 0.8980  -0.6383
5 O -0.2205 -1.2380 1.2026  -0.4746
6 H 0.2387 2.4117 -1.2816  0.4264
7 H 0.2607 -0.1204 -0.9615  0.2769
8 H -0.5239 0.7850 1.6407  0.3432
9 H -1.8226 0.0864 0.8084  0.4030
10 H 0.5920 -1.0743 1.6987  0.3267
11 O -2.3060 -1.2513 -1.4559  -0.5948
12 H -2.4613 -1.5444 -0.5484  0.3092
13 H -2.6891 -1.9115 -2.0446  0.2987
14 O 2.6329 -0.4797 -0.1911  -0.6135
15 H 2.4361 0.3507 0.2679  0.2910
16 H 3.5068 -0.6890 0.1595  0.3039


two) Formula: C2H9NO4
Source: the OMol25 dataset
Level of theory: ωB97M-V/def2-TZVPD

Computed properties:
LUMO level: 0.580 eV
HOMO energy: -10.3 eV
Frontier orbital gap: 10.93 eV
Structure (SMILES): O=CNCO.O.O
Charge: 0

Each line ends with the Mulliken charge.
CARTESIAN COORDINATES (ANGSTROEM)
1 O -0.1692 -0.0834 -1.6260  -0.5720
2 C -0.5138 1.0770 -1.6379  0.1104
3 N -0.9564 1.7021 -0.5073  -0.2526
4 C -1.3252 0.8908 0.7050  -0.3346
5 O -0.2529 0.0009 0.9278  -0.5311
6 H -0.3863 1.6937 -2.5314  0.4004
7 H -1.3301 2.6946 -0.5516  0.2536
8 H -2.2798 0.5286 0.5697  0.3083
9 H -1.3108 1.7146 1.4271  0.3086
10 H -0.0282 -0.1253 -0.0561  0.2956
11 O 3.2211 0.7552 -0.3649  -0.6464
12 H 3.7158 0.1786 -0.9451  0.3127
13 H 2.4049 0.4136 -0.0647  0.3464
14 O -0.0059 -3.8513 1.2967  -0.6245
15 H -0.7503 -3.3486 1.1415  0.3039
16 H -0.0328 -4.2410 2.2172  0.3212


On energetic grounds, one) is preferred over the next structure by 4.3 kcal/mol.


one) Formula: C9H14N2O2S
Source: the OMol25 dataset
Level of theory: ωB97M-V/def2-TZVPD

Computed properties:
LUMO level: 0.705 eV
HOMO energy: -9.4 eV
Frontier orbital gap: 10.10 eV
Charge: 0

Each line ends with the Mulliken charge.
CARTESIAN COORDINATES (ANGSTROEM)
1 C 1.0000 -0.1652 0.7102  0.4746
2 C -1.7536 -2.3984 2.5482  0.1434
3 C 1.7960 1.1408 2.6377  0.5361
4 C -0.3037 2.2081 -0.6897  -1.3384
5 C -1.8276 1.2606 1.0629  -1.4431
6 C 0.3839 -2.5044 -0.9718  -1.5058
7 C 1.0965 -0.4954 -2.2492  -1.1966
8 C -1.0552 0.9686 -0.1877  0.1492
9 C 0.0476 -1.0110 -1.2846  -0.0252
10 N 0.9677 0.8160 1.8139  -0.2481
11 N -0.0835 -0.1817 -0.0501  0.2055
12 O 2.0047 -0.8722 0.7476  -0.6170
13 O -1.4875 -2.3130 3.6377  -0.1550
14 S 2.7529 1.6806 3.7592  -0.3835
15 H 0.3064 2.5611 0.0800  0.4128
16 H 0.3474 2.0304 -1.5691  0.2769
17 H -0.9224 3.0686 -0.9029  0.4427
18 H -2.4461 0.3497 1.2605  0.2456
19 H -2.4146 2.0590 0.7334  0.5094
20 H -1.3202 1.5643 1.9284  0.3472
21 H 0.4667 -2.9151 -1.9730  0.4527
22 H 1.3163 -2.5048 -0.4541  0.3803
23 H -0.4114 -2.9025 -0.4139  0.3399
24 H 1.9911 0.0339 -1.7414  0.2258
25 H 0.6770 0.2069 -2.8851  0.4062
26 H 1.5137 -1.3141 -2.9642  0.3127
27 H -1.7832 0.6373 -0.8502  0.4295
28 H -0.8590 -1.0079 -1.7322  0.6222


two) Formula: C9H14N2O2S
Source: the OMol25 dataset
Level of theory: ωB97M-V/def2-TZVPD

Computed properties:
LUMO level (spin up / spin down): -1.833 / -1.832 eV
HOMO energy (spin up / spin down): -7.9 / -7.9 eV
Frontier orbital gap (spin up / spin down): 6.11 / 6.11 eV
Charge: 0

Each line ends with the Mulliken charge.
CARTESIAN COORDINATES (ANGSTROEM)
1 C 2.3610 -0.9102 1.6292  0.2818
2 C 1.7690 -1.2740 -1.6419  -0.7199
3 C 0.7144 -0.1719 -1.7068  -0.1756
4 C 2.0443 -1.9382 0.7162  0.6971
5 C 1.5659 -3.1601 1.3164  -1.1195
6 C -3.0478 1.7842 -1.2001  -0.7712
7 C -1.1181 1.7671 1.8236  -0.6425
8 C 0.2028 0.2717 -0.4047  -0.3245
9 C -0.8213 1.4240 -0.5691  -0.1629
10 N 2.4337 -0.1640 2.4954  -0.3747
11 N 2.1161 -1.9275 -0.5453  -0.2755
12 O -2.1244 0.7950 -0.7937  -0.3813
13 O -0.8753 2.2502 0.5814  -0.4370
14 S 1.8916 1.0240 -2.6220  -0.2921
15 H 2.1896 -1.5456 -2.5086  0.6131
16 H -0.0895 -0.4544 -2.4270  0.3720
17 H 0.5412 -2.8255 1.5811  0.2919
18 H 2.1269 -3.4284 2.2317  0.3583
19 H 1.5240 -4.0517 0.6434  0.3216
20 H -4.0281 1.3492 -1.0699  0.2573
21 H -2.9215 1.9143 -2.3749  0.2420
22 H -2.9161 2.5830 -0.4607  0.3636
23 H -2.2272 1.9019 2.1049  0.2252
24 H -0.4113 2.1617 2.5277  0.2808
25 H -0.9827 0.6764 1.8065  0.2636
26 H 1.0460 0.5808 0.2187  0.3487
27 H -0.3316 -0.6824 0.0454  0.2764
28 H -0.6313 2.0506 -1.3966  0.4834


On energetic grounds, one) is preferred over the next structure by 94.6 kcal/mol.